No. 1
C24H64GaN2O13 as an isolated structure in a non-equilibrium geometry. Source: the OMol25 dataset; level of theory: the ωB97M-V functional and the def2-TZVPD basis.

Cartesian coordinates (Å):
N1 -0.53 -4.24 -3.41
C1 0.28 -3.78 -2.39
O1 0.13 -4.14 -1.23
C2 1.41 -2.86 -2.81
C3 1.92 -1.99 -1.67
Ga1 0.45 -0.61 -1.23
C4 0.99 0.63 0.31
C5 2.12 0.11 1.19
C6 2.08 0.77 2.58
C7 1.24 0.01 3.57
O2 0.45 -0.86 3.26
O3 1.44 0.34 4.91
C8 0.30 0.62 -2.91
O4 -1.08 0.64 -3.46
N2 -1.69 1.79 -3.07
O5 -2.76 1.61 -2.60
H1 -1.42 -4.55 -3.01
H2 -0.74 -3.52 -4.09
H3 1.06 -2.24 -3.64
H4 2.21 -3.52 -3.16
H5 2.79 -1.45 -2.06
H6 2.16 -2.59 -0.81
H7 -0.95 -1.34 -0.94
H8 0.11 0.72 0.94
H9 1.23 1.63 -0.05
H10 2.09 -0.97 1.29
H11 3.09 0.35 0.77
H12 1.58 1.73 2.47
H13 3.08 0.96 2.98
H14 0.91 1.11 5.14
H15 0.53 1.65 -2.62
H16 1.00 0.37 -3.70
C9 -4.56 -5.72 -0.27
C10 -4.25 -5.59 -1.76
O6 -2.86 -5.42 -1.99
H17 -4.20 -4.84 0.26
H18 -5.63 -5.83 -0.10
H19 -4.05 -6.59 0.15
H20 -4.75 -4.71 -2.17
H21 -4.61 -6.47 -2.30
H22 -2.40 -6.19 -1.63
C11 4.56 1.13 6.69
C12 5.16 0.80 5.34
O7 4.71 -0.46 4.85
H23 4.80 0.36 7.41
H24 4.92 2.09 7.06
H25 3.47 1.18 6.61
H26 6.25 0.73 5.41
H27 4.92 1.57 4.61
H28 3.75 -0.41 4.77
C13 -2.89 5.19 -4.91
C14 -1.79 5.75 -4.03
O8 -1.99 5.42 -2.66
H29 -3.86 5.57 -4.59
H30 -2.74 5.45 -5.96
H31 -2.93 4.10 -4.82
H32 -1.76 6.84 -4.10
H33 -0.81 5.36 -4.35
H34 -1.99 4.46 -2.58
C15 -3.58 -1.04 -5.66
C16 -2.48 -1.92 -5.12
O9 -2.14 -2.95 -6.06
H35 -4.47 -1.63 -5.88
H36 -3.85 -0.25 -4.94
H37 -3.28 -0.55 -6.59
H38 -2.79 -2.41 -4.20
H39 -1.58 -1.33 -4.90
H40 -1.86 -2.52 -6.87
C17 5.52 2.94 11.16
C18 5.33 3.82 9.93
O10 4.20 3.42 9.16
H41 5.63 1.90 10.86
H42 6.39 3.24 11.73
H43 4.64 3.00 11.81
H44 6.19 3.75 9.27
H45 5.21 4.87 10.23
H46 3.42 3.49 9.72
C19 -3.85 -0.62 2.18
C20 -3.15 0.62 2.71
O11 -2.19 1.11 1.78
H47 -3.11 -1.40 1.97
H48 -4.57 -1.00 2.90
H49 -4.37 -0.40 1.24
H50 -2.61 0.39 3.63
H51 -3.88 1.41 2.92
H52 -2.64 1.32 0.96
C21 -6.81 2.46 -3.54
C22 -6.07 1.55 -4.49
O12 -4.88 2.15 -4.98
H53 -7.06 3.40 -4.03
H54 -7.73 2.00 -3.18
H55 -6.19 2.70 -2.67
H56 -6.68 1.32 -5.37
H57 -5.82 0.60 -4.00
H58 -4.31 2.35 -4.22
C23 6.54 -2.16 -2.18
C24 6.02 -1.17 -1.15
O13 5.05 -1.76 -0.30
H59 5.71 -2.54 -2.78
H60 7.27 -1.69 -2.84
H61 7.01 -3.01 -1.69
H62 5.53 -0.33 -1.64
H63 6.85 -0.78 -0.54
H64 5.46 -2.50 0.16

The total energy comes out at -107895.65407 eV. The multiplicity is 1. As for the HOMO energy: -0.1675 Eh. The value obtained for the lowest unoccupied orbital energy is 2.02 eV. The charge is -1. For the orbital gap, the calculation gives 6.58 eV. The maximum force is 2.00 eV/Å.

***

No. 2
C2H4BNO2 in the gas phase in a non-equilibrium geometry. Source: the OMol25 dataset; level of theory: the ωB97M-V functional and the def2-TZVPD basis.

Cartesian coordinates (Å):
N1 3.49 0.42 0.80
C1 2.50 0.28 0.24
C2 1.23 0.23 -0.68
B1 -0.10 -0.42 0.03
O1 -0.50 0.16 1.14
O2 -0.81 -1.53 -0.46
H1 1.67 -0.38 -1.40
H2 0.90 1.14 -1.13
H3 -1.08 -0.35 1.74
H4 -1.63 -1.53 -0.09

The total energy comes out at -8402.17822 eV. The multiplicity is 1. As for the HOMO energy: -0.4201 Eh. The value obtained for the lowest unoccupied orbital energy is 0.02 eV. Its relative energy (zero: lowest compared OMol25 entry of this formula, charge and spin) is 0.4592 eV. The charge is 0. As for the structure (SMILES): N#CCB(O)O. For the orbital gap, the calculation gives 11.45 eV. The maximum force is 4.50 eV/Å.

***

No. 3
An isolated ion of composition HN2O3S and charge -1 in a non-equilibrium geometry. Source: the OMol25 dataset; level of theory: the ωB97M-V functional and the def2-TZVPD basis.

Cartesian coordinates (Å):
O1 1.61 -0.06 0.91
N1 0.95 -0.98 0.45
O2 1.28 -2.17 0.31
N2 -0.39 -0.91 0.11
O3 -0.92 0.29 0.33
S1 -0.63 1.87 -0.85
H1 -1.91 1.96 -1.26

The total energy comes out at -19969.44916 eV. The multiplicity is 1. As for the HOMO energy (spin up / spin down): -0.1399 / -0.1398 Eh. The value obtained for the lowest unoccupied orbital energy (spin up / spin down) is 3.32 / 3.32 eV. Its relative energy (zero: lowest compared OMol25 entry of this formula, charge and spin) is 6.8687 eV. The charge is -1. As for the structure (SMILES): [O-][N+]([O-])=NOS. For the orbital gap (spin up / spin down), the calculation gives 7.13 / 7.13 eV. The maximum force is 2.90 eV/Å.

***

No. 4
C3H3N5O as an isolated structure in a non-equilibrium geometry. Source: the OMol25 dataset; level of theory: the ωB97M-V functional and the def2-TZVPD basis.

Cartesian coordinates (Å):
C1 0.65 1.42 0.26
C2 -0.30 -0.59 0.23
C3 -0.74 -2.03 -1.13
H1 1.02 2.76 1.57
H2 0.46 0.42 2.41
H3 -1.16 -2.99 -1.37
N1 1.13 2.42 0.66
N2 0.00 0.46 1.15
N3 -0.90 -1.73 0.28
N4 -0.39 -1.08 -1.95
N5 0.01 -0.19 -0.95
O1 0.21 1.13 -1.16

The total energy comes out at -12651.97367 eV. The multiplicity is 1. As for the HOMO energy: -0.3507 Eh. The value obtained for the lowest unoccupied orbital energy is -0.35 eV. Its relative energy (zero: lowest compared OMol25 entry of this formula, charge and spin) is 4.0596 eV. The charge is 0. For the orbital gap, the calculation gives 9.20 eV. The maximum force is 6.05 eV/Å.

***

No. 5
C35H33ClHgN4S2Si2 as an isolated structure in a non-equilibrium geometry. Source: the OMol25 dataset; level of theory: the ωB97M-V functional and the def2-TZVPD basis.

Cartesian coordinates (Å):
C1 -2.52 -1.35 4.26
C2 -3.01 -0.46 3.29
C3 -2.94 -1.11 1.99
H1 -3.46 0.53 3.46
C4 -2.41 -2.46 2.25
C5 -2.14 -2.56 3.63
H2 -1.74 -3.43 4.15
H3 -2.52 -1.18 5.34
H4 -3.50 -0.81 1.09
H5 -2.38 -3.29 1.54
Hg1 -0.81 -0.35 1.79
Si1 -0.74 -1.04 -1.63
C6 -0.81 0.52 -2.69
C7 0.23 0.74 -3.60
H6 1.11 0.09 -3.58
C8 0.20 1.83 -4.48
H7 1.06 2.04 -5.11
C9 -0.94 2.65 -4.50
H8 -1.04 3.42 -5.28
C10 -1.94 2.48 -3.54
H9 -2.80 3.16 -3.50
C11 -1.87 1.43 -2.62
H10 -2.62 1.31 -1.84
C12 -0.55 -2.34 -3.02
C13 -1.43 -2.19 -4.11
H11 -2.32 -1.55 -4.02
C14 -1.11 -2.74 -5.36
H12 -1.70 -2.48 -6.24
C15 0.00 -3.61 -5.48
H13 0.27 -4.03 -6.46
C16 0.75 -3.93 -4.33
H14 1.59 -4.63 -4.39
C17 0.44 -3.33 -3.10
H15 1.02 -3.58 -2.21
H16 -2.02 -1.29 -0.93
Si2 2.74 1.56 -1.27
C18 2.29 -0.24 -1.20
C19 0.93 -0.69 -0.70
H17 0.55 0.19 -0.16
C20 0.86 -1.99 -0.02
H18 -0.09 -2.34 0.47
C21 1.97 -2.82 0.00
H19 1.86 -3.83 0.42
C22 3.16 -2.45 -0.63
H20 3.99 -3.18 -0.71
C23 3.34 -1.16 -1.13
H21 4.33 -0.81 -1.41
C24 1.48 2.92 -1.40
C25 0.39 3.09 -0.54
H22 0.15 2.30 0.18
C26 -0.36 4.28 -0.54
H23 -1.09 4.47 0.26
C27 -0.17 5.22 -1.58
H24 -0.85 6.08 -1.68
C28 0.87 5.01 -2.52
H25 0.99 5.72 -3.36
C29 1.71 3.90 -2.41
H26 2.53 3.76 -3.12
H27 3.89 1.96 -0.53
Cl1 1.43 0.80 1.90
N1 -2.02 2.86 3.02
C30 -1.21 2.35 3.97
N2 -0.73 1.13 3.91
C31 0.06 0.83 5.00
C32 0.12 1.86 5.94
S1 -0.79 3.25 5.43
C33 0.74 -0.44 5.05
C34 1.53 -0.88 6.11
S2 2.22 -2.43 5.81
C35 1.47 -2.36 4.20
N3 0.68 -1.33 3.99
N4 1.70 -3.40 3.37
H28 -2.25 3.83 3.08
H29 -2.04 2.38 2.12
H30 0.71 1.78 6.85
H31 1.68 -0.26 6.99
H32 2.40 -4.06 3.69
H33 1.46 -3.34 2.39

The total energy comes out at -96909.55163 eV. The multiplicity is 1. As for the HOMO energy (spin up / spin down): -0.2307 / -0.2346 Eh. The value obtained for the lowest unoccupied orbital energy (spin up / spin down) is -0.42 / -0.40 eV. Its relative energy (zero: lowest compared OMol25 entry of this formula, charge and spin) is 0.7917 eV. The charge is 0. For the orbital gap (spin up / spin down), the calculation gives 5.86 / 5.98 eV. The maximum force is 3.18 eV/Å.

***

No. 6
A 2-piece molecular cluster, C9H20N3O2S overall in a non-equilibrium geometry. Source: the OMol25 dataset; level of theory: the ωB97M-V functional and the def2-TZVPD basis.

Cartesian coordinates (Å):
C1 -5.53 0.78 -0.25
C2 -1.44 0.47 1.39
C3 -0.97 -1.38 -0.22
C4 4.37 1.21 -0.84
C5 -1.83 -1.79 2.00
C6 -0.85 1.90 -0.60
C7 3.02 0.73 -0.34
C8 2.80 -0.75 -0.66
C9 1.51 -1.31 -0.06
N1 -1.36 -0.80 1.05
N2 -1.21 1.60 0.76
N3 0.35 -0.75 -0.74
O1 -6.64 0.63 -0.44
O2 -4.40 0.90 -0.06
S1 -2.31 -1.34 -1.45
H1 -1.76 0.61 2.42
H2 -0.80 -2.45 -0.04
H3 5.17 0.59 -0.45
H4 4.56 2.24 -0.52
H5 4.42 1.18 -1.92
H6 -2.31 -1.32 2.86
H7 -2.56 -2.44 1.51
H8 -1.00 -2.40 2.35
H9 -0.19 2.77 -0.60
H10 -0.33 1.06 -1.05
H11 -1.74 2.15 -1.17
H12 2.96 0.87 0.75
H13 2.23 1.33 -0.79
H14 2.80 -0.89 -1.74
H15 3.63 -1.33 -0.25
H16 1.53 -2.41 -0.14
H17 1.45 -1.04 0.99
H18 -1.35 2.42 1.33
H19 0.40 -0.98 -1.73
H20 -2.59 -0.04 -1.34

The total energy comes out at -29052.32721 eV. The multiplicity is 1. As for the HOMO energy: -0.4718 Eh. The value obtained for the lowest unoccupied orbital energy is -2.83 eV. Its relative energy (zero: lowest compared OMol25 entry of this formula, charge and spin) is 0.0000 eV. The charge is +1. For the orbital gap, the calculation gives 10.01 eV. The maximum force is 2.93 eV/Å.